The following is a quantum chemistry calculation of an isolated ion of composition C22H27FN3O2S and charge +1, from the OMol25 dataset.

The calculation puts the HOMO energy at -0.41033 Ha. Its energy above the lowest of the compared OMol25 structures with the same formula, charge and spin is 0.00 kcal/mol. The strongest force on any atom is 1.265 eV/Å. As for the structure (SMILES): CC[NH+](CC)CCN(C(=O)CCOc1ccccc1)c1nc2ccc(F)cc2s1. The HOMO-LUMO gap comes out at 8.89 eV. For the electronic energy, the calculation gives -45365.33960 eV.

ORCA input file:
```
! RIJCOSX wB97M-V def2-TZVPD def2/J DEFGRID3
* xyz 1 1
C -4.630 -2.265 0.169
C -3.462 -2.218 1.140
N -2.417 -1.262 0.700
C -2.832 0.164 0.748
C -3.113 0.685 2.147
H -3.309 1.752 2.082
H -2.263 0.545 2.809
H -3.988 0.217 2.589
H -3.719 0.274 0.124
H -2.029 0.750 0.295
C -1.117 -1.503 1.380
H -0.583 -0.556 1.471
H -1.296 -1.897 2.381
C -0.249 -2.476 0.575
N 0.449 -1.821 -0.531
C -0.269 -1.539 -1.657
O -1.475 -1.783 -1.675
C 0.391 -0.820 -2.792
H -0.068 -1.132 -3.729
H 1.462 -1.002 -2.811
C 0.089 0.672 -2.557
H -0.959 0.880 -2.812
O 0.306 0.926 -1.181
C 0.053 2.184 -0.686
C 0.278 2.345 0.681
C 0.023 3.558 1.289
C -0.463 4.621 0.545
C -0.679 4.462 -0.811
C -0.427 3.250 -1.434
H -0.598 3.155 -2.494
H -1.047 5.288 -1.400
H -0.663 5.569 1.020
H 0.207 3.673 2.346
H 0.679 1.516 1.245
H 0.743 1.293 -3.178
C 1.763 -1.440 -0.311
N 2.686 -1.381 -1.189
C 3.873 -0.951 -0.673
C 5.058 -0.789 -1.386
C 6.183 -0.355 -0.721
C 6.122 -0.086 0.646
C 4.967 -0.235 1.390
C 3.844 -0.669 0.711
S 2.253 -0.963 1.335
H 4.958 -0.019 2.446
F 7.230 0.335 1.267
H 7.119 -0.218 -1.237
H 5.077 -1.007 -2.441
H -0.859 -3.281 0.154
H 0.502 -2.921 1.229
H -2.220 -1.493 -0.327
H -3.797 -1.947 2.143
H -3.001 -3.206 1.189
H -5.225 -1.357 0.198
H -5.282 -3.093 0.436
H -4.277 -2.428 -0.847
*
```


The following is a quantum chemistry calculation of one molecule with the formula C8H10O3, from the OMol25 dataset.

The calculation puts the HOMO energy at -0.30607 Ha. Its energy above the lowest of the compared OMol25 structures with the same formula, charge and spin is 192.04 kcal/mol. The strongest force on any atom is 4.957 eV/Å. The HOMO-LUMO gap comes out at 7.80 eV. For the electronic energy, the calculation gives -14592.05217 eV.

ORCA input file:
```
! RIJCOSX wB97M-V def2-TZVPD def2/J DEFGRID3
* xyz 0 1
C 1.095 0.155 -0.021
C 2.057 -2.296 -1.918
C -1.096 1.350 0.741
C -0.385 1.729 1.870
C -0.290 0.566 -0.244
C 0.011 -0.952 -0.111
C -0.007 -1.668 -1.494
C -1.164 2.449 2.990
O 1.121 -1.376 -2.208
O 3.218 -2.005 -2.525
O -1.135 -1.366 -2.195
H -2.103 1.730 0.820
H 0.636 1.495 1.935
H -0.519 0.716 -1.310
H -0.351 -1.504 0.681
H 0.086 -2.777 -1.401
H -1.780 3.213 2.631
H -1.749 1.687 3.472
H -0.565 2.838 3.761
H 3.871 -2.830 -2.323
H -0.953 -1.153 -3.150
*
```


Copy entry 2 word for word.
The following is a quantum chemistry calculation of one molecule with the formula C8H10O3, from the OMol25 dataset.

The calculation puts the HOMO energy at -0.30607 Ha. Its energy above the lowest of the compared OMol25 structures with the same formula, charge and spin is 192.04 kcal/mol. The strongest force on any atom is 4.957 eV/Å. The HOMO-LUMO gap comes out at 7.80 eV. For the electronic energy, the calculation gives -14592.05217 eV.

ORCA input file:
```
! RIJCOSX wB97M-V def2-TZVPD def2/J DEFGRID3
* xyz 0 1
C 1.095 0.155 -0.021
C 2.057 -2.296 -1.918
C -1.096 1.350 0.741
C -0.385 1.729 1.870
C -0.290 0.566 -0.244
C 0.011 -0.952 -0.111
C -0.007 -1.668 -1.494
C -1.164 2.449 2.990
O 1.121 -1.376 -2.208
O 3.218 -2.005 -2.525
O -1.135 -1.366 -2.195
H -2.103 1.730 0.820
H 0.636 1.495 1.935
H -0.519 0.716 -1.310
H -0.351 -1.504 0.681
H 0.086 -2.777 -1.401
H -1.780 3.213 2.631
H -1.749 1.687 3.472
H -0.565 2.838 3.761
H 3.871 -2.830 -2.323
H -0.953 -1.153 -3.150
*
```